(1)
A structure of composition C18H42HgN7O9 in a non-equilibrium geometry. Source: OMol25; level of theory: ωB97M-V with the def2-TZVPD basis set.

Element x y z (Å)
Hg  -0.08  -0.71  0.50
N  -2.49  -2.73  2.94
O  -2.24  -3.06  1.76
O  -1.95  -1.66  3.22
O  -3.38  -3.29  3.61
C  2.66  -3.92  -3.36
C  3.15  -2.98  -2.31
O  2.33  -2.62  -1.41
N  4.43  -2.68  -2.32
C  5.06  -1.69  -1.46
H  1.80  -3.56  -3.92
H  2.45  -4.87  -2.87
H  3.50  -4.08  -4.03
H  4.89  -3.01  -3.16
H  5.10  -0.66  -1.82
H  6.06  -2.04  -1.20
H  4.57  -1.66  -0.49
C  3.61  3.39  2.58
C  2.20  2.99  2.98
O  1.69  2.02  2.41
N  1.61  3.68  3.95
C  0.31  3.49  4.59
H  4.34  2.89  3.21
H  3.69  4.47  2.70
H  3.77  3.17  1.53
H  2.04  4.55  4.22
H  0.44  2.65  5.28
H  -0.54  3.40  3.91
H  0.15  4.38  5.19
C  3.46  -4.78  2.98
C  2.92  -3.52  3.65
O  2.14  -2.74  3.09
N  3.30  -3.26  4.85
C  2.79  -2.14  5.63
H  4.10  -4.56  2.13
H  2.58  -5.33  2.65
H  4.06  -5.42  3.63
H  4.10  -3.77  5.20
H  1.73  -2.25  5.86
H  2.92  -1.18  5.15
H  3.19  -2.16  6.64
C  -3.12  -3.35  -3.46
C  -3.14  -1.86  -3.26
O  -2.36  -1.41  -2.48
N  -4.13  -1.18  -3.86
C  -4.23  0.22  -3.77
H  -3.68  -3.78  -2.64
H  -2.10  -3.74  -3.43
H  -3.56  -3.64  -4.41
H  -4.83  -1.71  -4.35
H  -3.69  0.66  -4.61
H  -3.87  0.65  -2.84
H  -5.29  0.47  -3.89
C  -5.22  1.44  1.26
C  -4.06  2.41  0.98
O  -2.94  1.98  0.94
N  -4.25  3.73  0.80
C  -5.59  4.39  0.95
H  -6.07  1.71  0.62
H  -5.52  1.47  2.31
H  -4.99  0.41  1.00
H  -3.43  4.32  0.72
H  -6.13  4.42  0.01
H  -5.40  5.39  1.35
H  -6.28  3.96  1.68
C  0.87  3.83  -2.67
C  0.76  2.40  -3.22
O  1.15  1.47  -2.47
N  0.31  2.23  -4.47
C  0.36  0.94  -5.26
H  0.11  4.18  -1.96
H  0.84  4.41  -3.59
H  1.87  3.99  -2.28
H  0.16  3.01  -5.09
H  0.99  0.95  -6.14
H  -0.67  0.77  -5.56
H  0.69  0.13  -4.60

Its energy above the lowest of the compared OMol25 structures with the same formula, charge and spin is 879.9 kJ/mol. Its net charge is +1. The HOMO-LUMO gap is 3.428 eV. For the energy, the calculation gives -1924.420319 a.u. The value obtained for the lowest unoccupied orbital energy is -8.048 eV.

What are the Mulliken partial charges on each atom? They are as follows, in elementary charge units: 1.136 1.071 -0.388 -0.433 -0.472 -0.939 0.680 -0.648 -0.152 -0.873 0.242 0.243 0.339 0.209 0.297 0.350 0.284 -1.032 0.644 -0.622 -0.164 -0.830 0.250 0.374 0.267 0.245 0.282 0.246 0.334 -0.899 0.630 -0.645 -0.177 -0.821 0.247 0.248 0.341 0.251 0.270 0.246 0.337 -1.035 0.612 -0.590 -0.132 -0.821 0.274 0.246 0.366 0.231 0.247 0.264 0.335 -1.101 0.601 -0.620 -0.144 -0.922 0.386 0.321 0.273 0.271 0.289 0.338 0.316 -0.918 0.746 -0.704 -0.204 -0.788 0.213 0.336 0.267 0.238 0.309 0.228 0.298

=====

(2)
A structure of composition C23H32HfN in a non-equilibrium geometry. Source: OMol25; level of theory: ωB97M-V with the def2-TZVPD basis set.

Element x y z (Å)
C  -0.10  -3.23  -0.30
C  -0.15  -3.89  1.12
C  -1.10  -4.04  -1.19
C  1.33  -3.60  -0.85
H  -0.69  -5.06  -1.28
H  -1.22  -3.67  -2.21
H  -2.10  -4.17  -0.75
H  0.31  -4.89  1.04
H  -1.16  -4.08  1.49
H  0.42  -3.35  1.88
H  1.50  -4.68  -0.66
H  2.15  -3.07  -0.35
H  1.45  -3.49  -1.93
C  -3.10  0.25  1.05
C  -3.07  -0.63  -0.09
C  -2.65  -1.93  0.40
H  -3.57  -0.45  -1.04
C  -2.16  -1.72  1.77
C  -2.48  -0.38  2.14
H  -2.29  0.07  3.12
H  -3.58  1.23  1.09
H  -3.07  -2.87  0.03
H  -1.89  -2.51  2.47
C  1.17  0.41  -2.05
C  -0.15  0.89  -2.20
C  -1.04  -0.22  -2.43
H  -0.42  1.94  -2.31
C  -0.21  -1.39  -2.57
C  1.15  -0.99  -2.26
H  2.04  -1.60  -2.40
H  2.06  1.02  -1.88
H  -2.08  -0.15  -2.75
H  -0.48  -2.26  -3.16
Hf  -0.62  -1.15  -0.28
C  2.69  3.81  0.55
N  2.60  2.32  0.54
C  3.94  1.71  0.70
C  1.58  1.76  1.56
C  0.22  2.23  1.18
C  -0.19  3.50  1.65
C  -1.27  4.16  1.07
C  -2.00  3.50  0.09
C  -1.65  2.19  -0.26
C  -0.59  1.50  0.33
H  2.88  4.15  1.57
H  1.76  4.25  0.17
H  3.52  4.10  -0.10
H  2.22  2.04  -0.39
H  4.30  1.93  1.71
H  3.86  0.63  0.57
H  4.62  2.14  -0.04
H  1.69  0.67  1.54
H  1.91  2.15  2.53
H  0.39  3.99  2.44
H  -1.54  5.18  1.38
H  -2.84  3.99  -0.43
H  -2.29  1.74  -1.03

Its energy above the lowest of the compared OMol25 structures with the same formula, charge and spin is 84.1 kJ/mol. Its net charge is +1. The HOMO-LUMO gap is 7.089 eV. For the energy, the calculation gives -997.966270 a.u. The value obtained for the lowest unoccupied orbital energy is -3.286 eV.

What are the Mulliken partial charges on each atom? They are as follows, in elementary charge units: 1.645 -1.851 -1.497 -1.806 0.488 0.140 0.381 0.493 0.322 0.322 0.546 0.290 0.355 -0.324 -0.674 -0.193 0.677 -0.964 -0.936 0.485 0.618 0.732 0.483 -0.798 -0.475 -1.139 0.653 -0.574 -0.932 0.638 0.966 0.627 0.856 1.025 -0.868 0.273 -0.899 -1.213 -0.432 -0.677 -0.607 -0.800 -0.515 1.516 0.367 0.357 0.374 -0.057 0.395 0.309 0.407 0.291 0.516 0.418 0.409 0.409 0.448

=====

(3)
A structure of composition C15H17N5Zn in a non-equilibrium geometry. Source: OMol25; level of theory: ωB97M-V with the def2-TZVPD basis set.

Element x y z (Å)
C  1.24  -2.66  0.21
C  0.10  -3.37  -0.64
H  1.73  -1.83  -0.33
H  2.06  -3.39  0.32
H  1.04  -2.41  1.27
H  -0.18  -2.93  -1.61
H  0.61  -4.30  -0.93
H  -0.79  -3.73  -0.10
C  2.50  0.30  0.23
C  3.42  1.34  0.11
C  3.03  2.50  -0.55
C  1.73  2.58  -1.04
H  2.77  -0.60  0.79
H  4.41  1.20  0.54
H  3.72  3.33  -0.68
H  1.37  3.47  -1.53
N  1.28  0.33  -0.35
C  0.85  1.48  -0.91
C  -0.58  1.57  -1.31
N  -1.38  0.51  -1.00
C  -2.70  0.66  -1.17
C  -2.48  2.87  -2.10
C  -3.30  1.82  -1.69
H  -3.32  -0.18  -0.86
H  -4.38  1.85  -1.77
C  -1.10  2.73  -1.90
H  -0.41  3.50  -2.22
H  -2.88  3.77  -2.55
Zn  -0.41  -1.36  0.10
C  -2.30  -2.05  0.31
H  -2.70  -2.30  -0.68
H  -2.84  -1.21  0.77
H  -2.32  -2.93  0.97
N  -0.30  -0.69  1.98
C  0.00  -0.21  3.00
N  0.23  0.45  4.06
C  0.86  0.06  5.14
N  1.42  -0.16  6.15

Its energy above the lowest of the compared OMol25 structures with the same formula, charge and spin is 189.5 kJ/mol. Its net charge is 0. The HOMO-LUMO gap is 6.825 eV. For the energy, the calculation gives -2634.797444 a.u. The value obtained for the lowest unoccupied orbital energy is -0.920 eV.

What are the Mulliken partial charges on each atom? They are as follows, in elementary charge units: -0.889 -0.846 0.180 0.529 0.266 0.375 0.411 0.150 0.014 -0.821 -0.512 -0.635 0.381 0.387 0.415 0.244 0.188 0.374 0.666 0.231 -0.108 -0.425 -0.829 0.375 0.397 -0.758 0.304 0.422 0.408 -1.638 0.310 0.325 0.464 -0.471 0.829 -0.633 0.466 -0.547

=====

(4)
A cluster of 2 separate species, C3H7N5O in total in a non-equilibrium geometry. Source: OMol25; level of theory: ωB97M-V with the def2-TZVPD basis set.

Element x y z (Å)
C  1.70  -0.42  -0.20
C  -0.44  -0.96  0.18
C  -2.40  0.24  -0.20
H  -0.16  1.55  -0.46
H  3.46  1.08  0.61
H  3.20  -1.60  0.11
H  -0.26  -2.22  0.27
H  -2.13  -1.33  1.12
H  -1.67  0.94  -0.56
H  -4.36  -0.19  -0.02
N  2.44  0.71  0.04
N  2.24  -1.52  -0.23
N  0.35  -0.03  -0.19
N  -1.79  -0.80  0.30
N  -3.65  0.65  -0.12
O  1.45  1.94  0.20

Its energy above the lowest of the compared OMol25 structures with the same formula, charge and spin is 963.6 kJ/mol. Its net charge is 0. The HOMO-LUMO gap is 7.056 eV. For the energy, the calculation gives -467.181665 a.u. The value obtained for the lowest unoccupied orbital energy is -0.875 eV.

What are the Mulliken partial charges on each atom? They are as follows, in elementary charge units: 0.426 -0.036 0.202 0.492 0.336 0.221 0.249 0.304 0.168 0.239 -0.241 -0.673 -0.304 -0.141 -0.596 -0.645

=====

(5)
A structure of composition C7H8AuN2O3S3. Source: OMol25; level of theory: ωB97M-V with the def2-TZVPD basis set.

Element x y z (Å)
Au  -2.99  0.09  -2.12
N  -1.99  -1.57  1.20
C  -2.12  -0.38  0.58
S  -3.74  0.10  0.15
N  -1.06  0.39  0.39
C  0.26  0.03  0.79
C  0.53  -0.40  2.09
C  1.83  -0.71  2.47
C  2.87  -0.58  1.56
C  2.60  -0.13  0.27
C  1.31  0.18  -0.12
H  -2.80  -2.16  1.14
H  -1.08  -2.02  1.19
H  -1.08  1.08  -0.41
H  -0.28  -0.47  2.81
H  2.03  -1.04  3.48
H  3.88  -0.82  1.85
H  3.40  -0.01  -0.44
H  1.10  0.53  -1.12
O  0.92  1.76  -3.54
S  -0.48  1.75  -3.15
O  -1.36  2.57  -3.96
O  -0.65  2.04  -1.70
S  -1.11  -0.25  -3.40

Its energy above the lowest of the compared OMol25 structures with the same formula, charge and spin is 0.0 kJ/mol. Its net charge is -1. The HOMO-LUMO gap is 7.122 eV. For the energy, the calculation gives -1937.178099 a.u. The value obtained for the lowest unoccupied orbital energy is 2.680 eV.

What are the Mulliken partial charges on each atom? They are as follows, in elementary charge units: 0.276 -0.429 0.292 -0.537 0.094 0.183 -0.055 -0.496 -0.421 -0.658 -0.401 0.256 0.254 0.316 0.476 0.362 0.369 0.392 0.269 -0.667 1.026 -0.643 -0.688 -0.569

=====

(6)
An isolated molecule of C16H17N3O2S in a non-equilibrium geometry. Source: OMol25; level of theory: ωB97M-V with the def2-TZVPD basis set.

Element x y z (Å)
C  -5.23  5.25  0.38
C  -4.50  4.04  0.22
C  -5.04  2.83  -0.22
C  -4.14  1.65  -0.46
C  -2.85  1.59  -0.19
S  -1.84  0.20  -0.19
C  -0.12  0.78  -0.39
C  -0.20  1.45  -1.81
C  0.85  -0.38  -0.73
O  0.83  -1.01  -1.89
O  1.42  -0.61  0.39
N  1.93  -1.78  0.84
C  2.98  -2.32  0.03
N  3.23  -2.14  -1.31
C  3.73  -3.45  0.68
C  3.74  -4.85  -0.02
C  4.51  -5.65  0.52
N  4.92  -5.65  1.61
C  4.48  -4.61  2.64
C  4.04  -3.48  1.94
C  -2.17  2.85  0.49
C  -2.87  4.03  0.58
H  -6.32  4.92  -0.20
H  -5.31  5.52  1.49
H  -4.72  6.03  0.04
H  -5.95  2.75  -0.43
H  -4.44  0.70  -0.90
H  0.25  1.39  0.13
H  0.73  1.97  -2.30
H  -0.47  0.97  -2.61
H  -0.99  2.31  -1.86
H  4.04  -2.65  -1.65
H  2.61  -1.52  -1.75
H  3.66  -4.72  -1.15
H  4.81  -6.70  -0.07
H  4.76  -4.66  3.64
H  3.66  -2.57  2.52
H  -1.27  2.78  0.94
H  -2.73  4.76  1.09

Its energy above the lowest of the compared OMol25 structures with the same formula, charge and spin is 1512.8 kJ/mol. Its net charge is 0. The HOMO-LUMO gap is 7.089 eV. For the energy, the calculation gives -1332.324651 a.u. The value obtained for the lowest unoccupied orbital energy is -0.841 eV.

What are the Mulliken partial charges on each atom? They are as follows, in elementary charge units: -1.077 0.749 -0.930 -0.414 0.494 -0.216 0.091 -1.340 0.107 -0.708 -0.049 -0.690 0.435 -0.290 0.327 -0.359 -0.106 -0.394 -0.556 -0.063 -0.601 -1.021 0.260 0.248 0.376 0.595 0.311 0.879 0.295 0.562 0.318 0.257 0.220 0.306 0.207 0.403 0.300 0.447 0.629